1.
The following is a DFT calculation (ωB97M-V/def2-TZVPD) of a 9-piece molecular cluster, C33H83NO9 overall.

Multiplicity = 2
⟨S²⟩ = 0.755
E_LUMO (spin up / spin down) = -0.0821 / -0.2337 Eh
Total charge = +1
ΔE to the lowest compared entry with this formula, charge and spin = 0.0 kcal/mol
HOMO-LUMO gap (spin up / spin down) = 9.539 / 5.411 eV
Molar mass = 638.03 u

```
126
Properties=species:S:1:pos:R:3:forces:R:3:lowdin_spin:R:1
C 25.0028 10.8167 3.1417 0.230 -0.367 -0.181 0.052
C 23.8300 11.8365 3.2628 0.063 -0.880 0.140 0.053
C 23.9993 12.6567 4.5552 -0.028 1.504 0.192 0.003
C 25.1029 13.7394 4.5105 -2.043 0.361 -1.102 0.000
C 24.6936 14.7411 3.3575 1.240 -2.476 -0.983 0.001
C 24.4423 14.0439 1.9486 1.289 -0.028 -0.020 0.043
N 23.7013 12.7353 2.1052 0.926 0.481 -1.487 0.640
O 23.3858 12.1830 0.8410 1.199 0.455 2.104 0.087
C 23.5906 14.9811 1.0788 0.554 -0.959 -0.667 0.015
C 25.8115 13.5956 1.1798 -0.944 -0.066 -0.055 0.054
C 22.5517 11.0217 3.3311 -1.415 -0.175 0.494 0.019
H 24.7597 9.9910 2.4730 -0.050 0.267 -0.308 0.001
H 25.0928 10.3246 4.1101 -0.233 0.210 0.200 0.006
H 26.0024 11.1982 2.9333 -0.241 0.373 -0.219 0.000
H 23.0957 13.2447 4.7161 -0.396 -0.207 -0.008 0.000
H 24.0860 12.0234 5.4382 0.089 -0.383 -0.353 0.000
H 26.0921 13.2866 4.4433 0.092 0.477 -0.168 0.000
H 24.9986 14.4401 5.3389 0.424 -0.719 0.639 0.000
H 25.5943 15.3527 3.3045 -0.516 0.653 -0.640 -0.001
H 23.7649 15.2832 3.5357 0.346 0.158 0.629 0.000
H 22.6216 15.1743 1.5390 0.154 0.326 0.007 0.000
H 24.1764 15.8680 0.8373 -0.237 0.196 0.489 0.001
H 23.4396 14.5014 0.1117 -0.244 -0.002 -0.058 0.000
H 26.2284 14.3414 0.5030 -0.163 0.770 0.676 0.007
H 26.5780 13.2245 1.8601 -0.165 0.196 0.090 0.001
H 25.6098 12.8262 0.4345 -0.318 -0.389 0.382 0.001
H 22.2062 10.4464 2.4721 0.914 -0.137 -0.272 0.000
H 21.6738 11.6372 3.5273 0.103 0.438 0.314 0.000
H 22.6261 10.3343 4.1738 0.100 0.000 -0.112 0.002
H 22.4347 12.2076 0.7125 -0.849 -0.050 0.160 0.013
C 21.9930 2.7984 2.0981 -0.103 -1.209 -0.544 0.000
C 21.8376 4.0377 1.2935 1.183 1.439 -1.377 0.000
C 22.4010 3.9385 -0.1303 1.267 -0.811 0.159 0.000
O 20.5085 4.4025 0.9652 -1.007 0.387 1.595 0.000
H 23.0161 2.4579 2.2580 0.264 0.494 -0.192 0.000
H 21.5884 2.0723 1.3930 -0.469 -0.865 0.728 0.000
H 21.5369 2.8119 3.0880 -0.453 0.017 -0.322 0.000
H 22.3194 4.8349 1.8595 -0.368 0.621 -0.220 0.000
H 23.4350 3.6100 -0.2348 0.249 0.065 0.323 0.000
H 22.3007 4.8486 -0.7218 -0.284 0.012 0.249 0.000
H 21.8368 3.1321 -0.5988 -0.150 0.014 -0.354 0.000
H 20.1785 3.7248 0.3707 -0.201 -0.072 -0.071 0.000
C 27.7618 9.3446 -0.4377 0.201 1.384 -0.187 0.000
C 28.9548 8.6449 -1.0678 -0.466 -0.331 0.244 0.000
C 30.2292 9.3473 -0.6941 0.306 1.489 -0.261 0.000
O 29.0866 7.3599 -0.6024 -0.469 -2.603 0.896 0.000
H 26.7672 8.9234 -0.5840 0.281 -0.513 0.123 0.000
H 27.6947 10.3522 -0.8480 -0.021 0.218 -0.327 0.000
H 28.0173 9.5652 0.5987 -0.397 -0.486 0.382 0.000
H 28.7332 8.4288 -2.1130 0.518 0.877 -0.388 0.000
H 30.1761 9.7088 0.3328 -0.391 0.158 0.194 0.000
H 30.3252 10.2331 -1.3220 0.564 0.091 0.011 0.000
H 31.1371 8.7457 -0.6495 -0.231 -0.214 -0.863 0.000
H 29.1246 7.3573 0.3569 0.066 -0.049 0.189 0.000
C 21.6420 7.4543 -3.7108 -0.187 -0.989 0.040 0.000
C 20.3248 6.6605 -3.5024 -0.437 1.586 -0.751 0.000
C 19.2326 7.1333 -4.4898 -0.749 0.137 -0.202 0.000
O 20.4506 5.2826 -3.6922 0.939 -0.806 0.189 0.000
H 21.5203 8.4854 -3.3789 -0.263 0.112 -0.323 0.000
H 21.9639 7.3986 -4.7507 -0.013 0.200 -0.024 0.000
H 22.4515 7.0613 -3.0958 -0.013 -0.312 0.031 0.000
H 20.0266 6.8933 -2.4802 -0.275 -0.154 0.198 0.000
H 19.1321 6.5102 -5.3784 0.823 -0.266 -0.028 0.000
H 19.3080 8.1482 -4.8803 0.238 0.211 0.353 0.000
H 18.2233 7.0155 -4.0954 -0.020 0.210 0.547 0.000
H 19.8885 4.8053 -3.0775 -0.056 0.092 0.038 0.000
C 23.4945 7.7443 5.1521 -0.034 -0.388 1.095 0.000
C 23.8155 7.0668 6.5917 -3.191 1.863 -1.276 0.000
C 22.5961 6.2660 7.1304 -0.012 1.005 -0.187 0.000
O 24.9577 6.3519 6.5657 1.883 -1.234 -0.062 0.000
H 22.7774 8.5633 5.2079 0.136 0.316 0.681 0.000
H 22.9865 7.1464 4.3955 0.513 -0.785 0.059 0.000
H 24.4436 8.1246 4.7741 -0.075 -0.079 -0.201 0.000
H 24.0162 7.9360 7.2180 -0.055 -0.074 0.317 0.000
H 22.2710 5.5514 6.3742 0.287 -0.544 0.284 0.000
H 21.7041 6.8742 7.2803 0.089 0.556 -0.286 0.000
H 22.7465 5.8798 8.1385 0.446 -0.566 -0.313 0.000
H 24.7995 5.4833 6.1886 0.008 -0.148 -0.080 0.000
C 19.5082 10.9434 -0.0192 0.006 0.961 -2.092 0.000
C 19.1513 11.7068 -1.4014 -1.942 -1.981 1.882 0.000
C 19.7569 11.1417 -2.6927 0.693 0.365 0.562 0.000
O 17.6851 11.6669 -1.4674 0.947 0.433 -0.333 0.000
H 18.6520 10.4500 0.4408 0.143 -0.079 -0.402 0.000
H 19.7631 11.7910 0.6170 0.632 -0.489 0.539 0.000
H 20.3038 10.2572 -0.3092 0.219 -0.061 0.833 0.000
H 19.3990 12.7235 -1.0961 0.144 0.265 -1.281 0.000
H 19.4021 11.7467 -3.5271 0.370 -0.023 -0.100 0.000
H 19.6333 10.0876 -2.9410 -1.212 -0.213 0.502 0.000
H 20.8443 11.0976 -2.6323 0.232 0.983 -0.095 0.000
H 17.4557 11.0584 -2.1736 -0.121 -0.050 -0.056 0.000
C 21.7916 7.9280 1.1748 0.483 0.003 -0.556 0.000
C 23.2039 7.7284 0.5291 -0.842 0.154 1.289 0.000
C 23.4493 8.7658 -0.5013 -0.487 -0.723 -2.177 0.000
O 24.2431 7.9230 1.4350 1.232 0.668 2.174 0.000
H 21.1123 7.1964 0.7375 -0.141 -0.082 0.257 0.000
H 21.3923 8.9107 0.9238 0.086 0.088 -0.266 0.000
H 21.7343 7.9189 2.2633 0.413 -0.608 0.016 0.000
H 23.4012 6.6928 0.2524 -0.945 -0.035 -0.996 0.000
H 22.6772 8.6282 -1.2584 -0.080 0.680 -0.265 0.000
H 24.3833 8.5460 -1.0184 0.219 0.020 -0.139 0.000
H 23.5219 9.7869 -0.1270 -0.409 -0.116 0.252 0.000
H 24.9221 8.3444 0.9031 0.501 -0.168 0.408 0.000
C 24.2976 11.7985 -2.8049 -0.743 0.697 0.074 0.000
C 23.6141 13.0576 -3.4132 -0.932 0.788 -1.070 0.000
C 23.3216 12.9499 -4.9377 1.263 -0.086 0.538 0.000
O 22.3748 13.3852 -2.7579 -0.495 -1.210 1.104 0.000
H 25.3844 11.8188 -2.8860 -0.040 0.231 -0.167 0.000
H 23.9625 10.8563 -3.2383 -0.202 0.123 -0.174 0.000
H 24.0435 11.7729 -1.7452 0.073 -0.011 0.116 0.000
H 24.1994 13.9604 -3.2386 0.783 -0.279 -0.202 0.000
H 24.3193 12.8653 -5.3683 -0.009 -0.330 -0.498 0.000
H 22.8887 13.8329 -5.4078 -0.134 0.167 0.497 0.000
H 22.7139 12.0909 -5.2225 0.089 -0.093 0.276 0.000
H 22.1806 14.3252 -2.7412 0.374 0.003 -0.363 0.000
C 15.6537 6.5970 1.6642 0.740 -1.211 0.296 0.000
C 16.5930 6.5900 0.4532 0.410 1.149 -0.147 0.000
C 17.7389 7.6209 0.4479 0.058 0.270 0.068 0.000
O 17.2811 5.3476 0.2276 -1.187 0.078 -0.028 0.000
H 16.2511 6.6161 2.5757 -0.121 0.623 0.285 0.000
H 15.1748 5.6211 1.7439 -0.163 -0.143 -0.373 0.000
H 14.8342 7.3151 1.6356 0.475 0.329 0.024 0.000
H 15.9325 6.8497 -0.3741 0.318 -0.674 -0.575 0.000
H 17.4979 8.6838 0.4645 -0.569 -0.083 0.133 0.000
H 18.3293 7.4738 -0.4565 -0.077 -0.124 -0.141 0.000
H 18.4337 7.4445 1.2691 -0.049 -0.127 0.272 0.000
H 17.7049 5.1321 1.0616 0.241 -0.161 0.133 0.000
```
Positions in Å, forces in eV/Å.



2.
The following is a DFT calculation (ωB97M-V/def2-TZVPD) of a 8-piece molecular cluster, C33H85N3O11 overall.

E_LUMO = 0.0196 Eh
Total charge = 0
ΔE to the lowest compared entry with this formula, charge and spin = 25.7 kcal/mol
HOMO-LUMO gap = 8.701 eV
Molar mass = 700.05 u
SMILES = COCCNCCOC.COCCNCCOC.COCCNCCOC.CC(C)O.CC(C)O.CC(C)O.CC(C)O.CC(C)O

```
132
Properties=species:S:1:pos:R:3:forces:R:3:lowdin_charge:R:1
C -15.1705 6.5717 11.4390 -0.931 -0.693 -0.178 -0.120
O -14.8857 6.0141 12.6889 -0.150 0.282 0.398 -0.171
C -15.6969 4.9033 12.9790 -0.667 0.050 0.397 -0.233
C -15.2956 4.3460 14.3091 -0.383 0.914 0.211 -0.244
N -13.9598 3.8073 14.4087 -0.700 -0.779 1.393 -0.006
C -13.8124 3.3161 15.8185 1.222 -1.342 -2.282 -0.179
C -12.3303 3.2584 16.0559 -0.416 -1.164 1.892 -0.259
O -11.7407 4.4945 15.8090 0.400 0.126 -0.588 -0.175
C -10.3468 4.3811 15.8199 1.181 0.307 0.496 -0.119
H -14.9981 5.8221 10.6760 0.637 -0.031 -0.565 0.082
H -14.6052 7.4717 11.3268 0.512 0.358 -0.238 0.082
H -16.2337 6.8021 11.2793 -0.095 0.230 0.533 0.087
H -15.5224 4.1129 12.2579 -0.274 -0.159 -0.709 0.120
H -16.7966 5.2016 13.0440 1.247 -0.395 -0.424 0.125
H -16.0437 3.6367 14.6351 -0.075 -0.697 -0.156 0.089
H -15.4357 5.1394 15.0259 -0.015 0.720 0.539 0.122
H -13.2741 4.5429 14.3469 -0.027 0.418 -0.390 0.097
H -14.2001 2.2959 15.8957 0.195 -0.120 -0.294 0.092
H -14.3542 3.8124 16.5682 -0.695 1.549 0.901 0.095
H -11.9053 2.4323 15.4772 0.110 0.256 -0.354 0.102
H -12.1577 2.9723 17.1248 -0.003 0.106 -0.366 0.124
H -9.9711 3.4229 15.4148 -0.382 0.271 -0.071 0.087
H -9.9465 4.4463 16.8588 -0.251 0.001 -0.440 0.093
H -9.8963 5.1983 15.2360 -0.302 -0.208 0.192 0.092
C -11.1275 -0.7558 18.9072 -0.153 -0.899 -0.098 -0.097
O -11.4204 -1.1858 17.5825 0.401 -0.581 0.320 -0.221
C -10.5421 -0.5711 16.6449 -0.841 0.683 0.298 -0.207
C -11.1390 -0.7404 15.2627 0.046 0.098 -0.389 -0.229
N -12.4568 -0.1695 15.1043 -0.838 0.040 -0.799 -0.036
C -13.0633 -0.5565 13.7635 1.059 0.847 0.315 -0.164
C -14.3119 0.2637 13.4237 0.605 -0.728 2.442 -0.156
O -15.2639 -0.2193 14.4406 1.615 0.173 -0.664 -0.228
C -16.4407 0.4481 14.2832 -1.309 2.340 -0.692 -0.170
H -11.3216 0.3031 18.9576 -0.065 0.586 0.346 0.074
H -10.0807 -0.9560 19.1880 -0.186 0.049 -0.157 0.094
H -11.7759 -1.3083 19.6130 0.198 0.311 -0.456 0.087
H -9.5247 -0.9743 16.6668 -0.054 -0.200 0.159 0.126
H -10.5108 0.4747 16.9897 0.284 0.152 -0.696 0.114
H -11.2399 -1.8007 15.0542 0.645 -0.608 -0.099 0.116
H -10.5129 -0.2663 14.5116 0.498 -0.169 -0.032 0.118
H -12.9516 -0.5571 15.8936 -0.939 0.060 -0.119 0.075
H -13.3492 -1.6261 13.6592 0.343 0.365 0.308 0.110
H -12.2519 -0.3439 13.0178 -0.726 -0.205 0.473 0.127
H -14.6864 -0.0409 12.4616 -0.179 0.192 -0.642 0.114
H -14.1507 1.3714 13.5421 -0.204 -0.954 -0.227 0.119
H -17.0721 0.4048 15.1746 -0.047 -0.543 -0.241 0.078
H -16.9663 0.1704 13.3476 -0.145 -0.273 0.476 0.100
H -16.2462 1.5521 14.1392 -0.140 -0.715 0.201 0.083
C -19.9550 -5.1034 14.2055 1.866 -0.409 -0.207 -0.086
O -18.7690 -4.5827 14.8256 -0.752 -0.817 0.679 -0.213
C -17.8978 -3.9169 13.9623 0.134 0.786 0.511 -0.243
C -16.8233 -3.2458 14.8167 -0.154 -0.249 0.049 -0.216
N -16.0214 -4.2063 15.4993 0.919 -1.081 -0.300 -0.046
C -14.6590 -3.9186 15.8670 -0.165 0.862 1.015 -0.200
C -14.5130 -2.9190 16.9881 -0.536 1.478 0.918 -0.217
O -15.2245 -3.4289 18.1420 0.242 0.583 0.168 -0.182
C -14.9180 -2.7339 19.3542 -0.423 0.179 -0.591 -0.109
H -19.6440 -5.5271 13.2326 -0.289 -0.369 0.327 0.083
H -20.5980 -4.2822 13.9399 -0.832 0.252 0.332 0.073
H -20.3520 -5.8908 14.8849 -0.040 0.840 -0.633 0.101
H -18.4426 -3.0515 13.5559 0.013 -0.326 -0.881 0.121
H -17.4578 -4.6309 13.2314 -0.268 0.615 0.097 0.135
H -17.3245 -2.5735 15.5292 -0.070 0.233 -0.264 0.122
H -16.1808 -2.6668 14.1674 0.124 0.359 -0.197 0.108
H -16.4826 -4.5876 16.2917 -0.569 -0.358 0.518 0.102
H -14.1215 -3.4330 15.0621 0.297 -0.535 -0.630 0.104
H -14.1787 -4.8011 16.2928 0.093 -0.368 -0.776 0.124
H -14.9683 -1.9204 16.6640 0.530 -0.990 0.468 0.115
H -13.4437 -2.7424 17.2610 -0.587 -0.150 -0.296 0.119
H -14.5150 -1.7525 19.1587 0.204 0.360 -0.247 0.038
H -14.1919 -3.2598 19.9436 0.509 -0.577 0.294 0.080
H -15.7915 -2.5500 19.9880 -0.236 -0.387 -0.378 0.076
C -20.6858 1.0504 19.8598 0.685 -0.114 0.086 -0.043
C -20.5966 1.3325 21.3747 0.539 -0.724 -0.951 -0.508
C -19.2851 0.8531 21.9427 0.322 -0.456 0.681 -0.072
O -20.7091 2.6633 21.7273 -0.939 1.634 0.191 -0.030
H -21.5766 1.3654 19.3424 -0.640 0.145 0.307 0.072
H -20.5166 -0.0039 19.6412 -0.267 -0.216 0.234 0.077
H -19.8836 1.5304 19.3231 0.584 0.508 -0.039 0.055
H -21.4123 0.7939 21.8452 -0.239 0.045 0.268 0.136
H -19.0876 -0.1540 21.5732 0.348 -0.079 0.226 0.083
H -19.3231 0.8846 23.0492 -0.109 -0.294 -0.441 0.097
H -18.4645 1.5367 21.6875 -0.123 -0.169 -0.446 0.071
H -19.8757 3.1347 21.6054 -0.100 -0.246 -0.171 0.097
C -14.1756 3.2881 22.1139 -0.086 -0.395 0.745 -0.060
C -15.2287 3.9389 21.2488 0.186 -0.214 -0.248 -0.456
C -14.6789 4.7150 20.0319 -1.388 0.230 0.920 -0.031
O -16.1167 2.8956 20.8102 -0.453 1.084 -0.420 -0.076
H -13.7247 2.4830 21.5400 -0.037 -0.505 0.125 0.068
H -14.5675 2.9341 23.1315 0.473 0.368 -1.602 0.116
H -13.3653 3.9664 22.2691 0.541 0.674 0.436 0.069
H -15.7011 4.6732 21.8838 -0.981 0.084 0.156 0.124
H -14.2181 5.6370 20.4095 0.207 -0.296 -0.271 0.086
H -15.5051 5.0237 19.3437 0.638 -0.423 0.525 0.096
H -13.9946 4.0634 19.5433 0.764 -0.211 -0.793 0.055
H -15.8779 2.0681 21.2294 0.065 -0.421 0.461 0.026
C -20.1351 3.3328 16.2437 0.546 0.604 0.480 -0.037
C -18.8925 4.1630 15.8279 -0.474 -1.047 0.120 -0.502
C -19.1096 5.1872 14.7517 -0.368 -0.071 0.897 -0.053
O -18.3303 4.8426 16.9363 0.291 -0.379 -0.078 -0.039
H -20.8719 3.9552 16.7189 -0.363 0.580 0.192 0.072
H -19.9279 2.5493 16.9839 0.402 0.120 -0.284 0.061
H -20.6110 2.8862 15.3980 -0.217 -0.429 -0.732 0.063
H -18.2213 3.4307 15.3561 0.491 0.002 0.526 0.117
H -19.7761 5.9535 15.1265 -0.160 0.352 -0.087 0.086
H -19.5550 4.6843 13.9209 -0.213 -0.031 -0.892 0.077
H -18.1391 5.6094 14.5287 0.004 0.252 -0.275 0.058
H -17.7399 4.2172 17.3692 0.135 -0.131 0.258 0.057
C -14.6092 0.9060 18.5182 -1.218 -1.520 -0.207 -0.017
C -15.9020 1.1552 17.7129 0.701 0.867 0.427 -0.464
C -16.9551 0.1223 17.9766 -0.612 -0.683 0.582 -0.039
O -16.4202 2.4414 18.0062 -0.410 0.372 -1.895 -0.048
H -14.7768 0.7319 19.5939 -0.273 0.268 -0.296 0.075
H -13.8676 1.6533 18.3975 0.670 0.805 -0.313 0.054
H -14.2595 -0.0509 18.1345 0.593 0.011 -0.052 0.052
H -15.6663 1.2119 16.6351 0.004 -0.386 0.518 0.100
H -17.8717 0.4133 17.4612 -0.056 -0.002 0.003 0.073
H -17.2119 0.0190 19.0702 0.422 0.145 -0.954 0.101
H -16.6551 -0.8525 17.5814 -0.035 -0.070 0.176 0.064
H -16.3363 2.5883 18.9253 0.093 0.398 2.063 0.015
C -16.0739 -1.7926 23.1718 1.190 -0.642 -0.247 -0.036
C -15.2236 -0.5223 23.0234 -1.582 1.007 1.727 -0.462
C -13.8879 -0.6729 22.3816 -0.552 -0.957 -1.208 -0.037
O -16.0182 0.4494 22.3267 1.161 0.183 -0.964 -0.076
H -16.2407 -2.2300 22.1821 -0.024 -0.007 0.077 0.067
H -17.0485 -1.5953 23.6185 0.095 0.131 0.139 0.080
H -15.5360 -2.5523 23.7837 -0.439 0.498 -0.308 0.096
H -15.1487 -0.0665 24.0504 0.555 -0.642 -0.601 0.149
H -13.9698 -1.0863 21.3565 -0.198 0.326 0.349 0.071
H -13.3792 -1.4287 22.9258 0.828 -0.600 0.642 0.076
H -13.2897 0.2111 22.3297 0.183 0.688 0.179 0.068
H -16.9119 0.2868 22.5746 -1.174 0.023 0.162 0.029
```
Positions in Å, forces in eV/Å.



| no. | energy (Eh) |
| --- | --- |
| 1 | -2038.5476 |
| 2 | -2300.0371 |